ORCA calculation (wB97M-V/def2-TZVPD) on the ion C5H14N3 with charge +1 at a distorted geometry.

Values from the calculation:
* E_tot: -362.870789 hartree
* F_max: 6.69 eV/A
* HOMO-LUMO gap: 8.007 eV
* E_HOMO: -11.1 eV
* SMILES: C[C@@H]([NH3+])C/C(N)=C/N
* LUMO: -3.0844 eV
* charge: +1
* energy above the lowest of the compared OMol25 structures with the same formula, charge and spin: 68.0 kcal/mol

Atoms and positions in Å:
H -0.032 0.578 1.674
H 1.096 -1.803 2.320
H -2.519 -0.360 -3.454
H 2.391 1.322 1.013
C -0.946 0.046 -0.690
H -1.254 -1.592 -2.108
C 0.706 -0.075 1.173
H 2.055 0.489 -0.374
C -1.455 -0.569 -1.793
N -0.955 1.431 -0.328
C 1.778 -0.936 2.127
H 0.765 -1.414 -0.425
H -2.556 0.997 -2.379
H 1.073 1.703 0.040
H -1.360 1.461 0.628
H 2.724 -0.965 1.684
H -1.717 1.945 -0.927
H -0.558 -1.749 0.499
N 1.608 0.960 0.483
N -2.477 -0.004 -2.543
C -0.076 -0.873 0.152
H 1.709 -0.593 3.228

ORCA calculation (wB97M-V/def2-TZVPD) on a structure of composition C35H34AlN2O11S3.

Values from the calculation:
* E_tot: -3728.633188 hartree
* F_max: 0.73 eV/A
* HOMO-LUMO gap: 8.347 eV
* E_HOMO: -6.5 eV
* LUMO: 1.8383 eV
* charge: -1
* energy above the lowest of the compared OMol25 structures with the same formula, charge and spin: 0.0 kcal/mol

Atoms and positions in Å:
H 0.982 2.760 -1.359
O -3.227 2.442 0.988
C -2.154 -3.577 -0.064
H -2.631 -1.454 -2.328
C 0.755 -1.853 -2.930
O 1.285 5.926 -4.029
H -0.631 -0.337 -2.339
C -1.798 -4.288 -1.359
C 2.604 4.274 -2.529
C -3.059 -2.263 -1.737
C -4.030 -0.819 1.747
C 0.006 4.561 -0.691
C -6.151 -1.898 1.316
H 3.569 1.558 -4.285
H 3.201 4.738 -0.519
C 0.128 -1.035 -2.000
C -5.456 -0.047 -0.034
H -2.401 -3.594 -3.356
C 3.378 -2.434 2.970
C 0.445 -1.081 -0.642
Al -0.384 -0.059 0.845
O -1.403 -0.980 2.047
C 5.009 0.753 -2.119
C 2.702 3.388 -3.594
O -2.422 -2.245 -0.462
H 2.839 -3.523 -0.864
H 0.626 0.953 5.929
H 0.748 5.081 -0.090
S -2.642 -0.768 2.883
H 0.028 0.628 3.597
H -5.615 0.628 -0.862
N 0.077 5.106 -2.065
C 0.861 0.081 4.018
H 5.999 0.983 -1.722
C 1.593 -0.828 3.221
C 1.715 -2.769 -2.512
N 1.246 -1.021 1.911
C -4.972 -1.799 2.040
C -2.794 -3.656 -2.341
H -1.899 -5.372 -1.291
O -3.611 1.597 -1.293
C 3.496 2.259 -3.462
H -0.667 2.488 -0.798
C 0.244 3.055 -0.610
H 3.841 -1.862 5.576
C 1.911 -1.874 1.162
O -2.800 -1.900 3.751
H 3.549 -3.294 1.038
H -3.040 -4.024 0.409
C -4.264 0.059 0.675
H 4.605 2.725 -0.303
C -6.401 -1.007 0.291
O 1.986 6.642 -1.731
H 4.527 0.066 -1.420
C 4.187 2.005 -2.281
O -2.631 0.548 3.458
O 1.643 3.337 1.309
H -0.418 4.576 -2.770
C 1.469 -1.957 -0.260
C 4.085 2.917 -1.235
H 5.132 0.234 -3.069
H -6.867 -2.673 1.558
S -3.177 1.351 0.057
C 2.079 -2.817 -1.175
H -4.129 -2.066 -1.619
C 2.672 -1.528 3.794
H 2.153 3.584 -4.506
H 0.493 -1.786 -3.979
O -1.819 0.729 0.011
C 3.010 -2.609 1.676
H -4.759 -2.478 2.853
H -1.346 -3.545 0.667
O 0.449 1.474 1.160
H 4.216 -2.983 3.385
C 3.007 -1.315 5.152
C 0.832 2.635 0.734
C 2.283 -0.439 5.907
H 2.180 -3.440 -3.224
S 1.502 5.644 -2.638
H -3.716 -4.239 -2.370
C 3.306 4.055 -1.350
H -0.974 4.813 -0.288
H 2.534 -0.279 6.948
H -0.772 -4.042 -1.637
C 1.200 0.261 5.328
H -7.327 -1.059 -0.268

ORCA calculation (wB97M-V/def2-TZVPD) on a structure of composition C18H24N4OReS4.

Values from the calculation:
* E_tot: -2665.069667 hartree
* F_max: 0.55 eV/A
* multiplicity: 2
* HOMO-LUMO gap (alpha / beta): 6.269 / 7.240 eV
* E_HOMO (alpha / beta): -14.6 / -15.0 eV
* LUMO (alpha / beta): -8.2857 / -7.7110 eV
* charge: +2
* energy above the lowest of the compared OMol25 structures with the same formula, charge and spin: 0.2 kcal/mol

Atoms and positions in Å:
C -2.143 1.387 2.068
N -2.165 -3.854 2.286
H 0.421 -0.214 3.646
S 0.578 1.928 1.907
N 2.859 -0.103 -0.966
C 3.465 1.252 -1.095
C 2.909 2.017 -2.294
S 0.317 -1.645 0.655
C -1.810 -3.032 1.567
C -1.653 -0.712 3.838
C 0.527 -0.740 -3.825
H 4.550 1.164 -1.190
C -3.192 0.652 2.584
H -5.058 -0.868 3.621
H -4.138 -1.091 5.115
S -1.632 -0.019 -1.077
H 3.446 1.809 -3.217
H 3.249 1.784 -0.172
H -0.824 3.652 0.998
C -2.967 -0.409 3.470
H 0.683 1.113 -4.894
H 2.999 3.088 -2.121
C 0.012 3.602 1.691
H 4.229 -1.500 -1.813
H -4.206 0.904 2.306
C -0.836 1.062 2.443
S 1.136 1.683 -2.605
Re 0.617 0.029 -0.844
C -4.106 -1.198 4.029
C 1.195 0.597 -4.083
H -2.350 2.213 1.400
C -3.634 -1.480 -0.009
H 3.531 -0.364 -2.940
H 0.209 -2.075 -2.349
H -3.979 -2.258 3.806
H -0.556 -0.616 -3.804
H 2.150 -2.757 -1.643
N -4.771 -1.602 0.101
H 0.769 -1.442 -4.626
H 0.855 4.185 1.327
O 0.900 1.536 0.403
C -2.225 -1.284 -0.081
H 2.237 0.494 -4.375
C 3.302 -0.992 -2.083
N 0.895 -1.338 -2.508
C 2.227 -1.999 -2.424
H 2.454 -2.510 -3.363
H -0.279 3.955 2.680
C -1.359 -2.007 0.688
H -1.465 -1.519 4.534
C -0.592 0.016 3.338
H 3.219 -0.498 -0.100

ORCA calculation (wB97M-V/def2-TZVPD) on a structure of composition C27H44BrNP2PdS at a distorted geometry.

Values from the calculation:
* E_tot: -4892.565133 hartree
* F_max: 2.86 eV/A
* HOMO-LUMO gap: 6.419 eV
* E_HOMO: -6.2 eV
* LUMO: 0.2001 eV
* energy above the lowest of the compared OMol25 structures with the same formula, charge and spin: 52.9 kcal/mol

Atoms and positions in Å:
C -1.020 -3.312 -2.623
H -4.728 -3.859 -2.057
C -1.349 3.604 0.344
H 1.624 -1.648 4.378
H 4.588 1.146 2.232
C -1.552 -4.646 -3.144
N 4.217 4.335 -2.474
H -3.895 -1.021 -1.541
C 4.000 0.447 1.623
C 1.945 -1.978 1.097
H 0.498 0.450 -1.238
H -2.470 -4.530 -3.739
H 2.252 -2.120 2.144
H 2.861 1.631 -0.902
C -3.073 2.617 1.751
H 3.969 -1.804 0.235
C 0.389 5.032 -0.907
H 2.751 5.808 0.195
C 3.151 4.196 -3.265
P -1.946 -2.418 -1.306
C 2.648 0.705 -1.456
H -1.725 -5.376 -2.343
H -2.595 -0.670 5.771
P 1.282 -0.262 0.941
H -2.575 -1.730 -4.250
H 1.348 -0.053 5.163
H 1.013 4.463 -3.547
H -0.022 -3.481 -2.173
C -3.130 -3.627 -0.572
H 0.217 2.315 -0.340
H 4.400 0.505 0.604
H -1.491 0.726 5.761
C 1.857 4.570 -2.868
H -4.130 -2.377 -3.666
C -2.565 3.716 1.055
H 2.227 0.925 2.763
H -3.074 4.678 1.052
H -2.443 -0.257 -2.178
C -3.018 -1.198 -2.180
H 1.386 -1.050 -1.363
H 0.956 -1.597 6.040
H 4.979 5.048 -0.678
H 2.754 -2.392 -0.912
H -5.078 -2.644 -0.794
H 2.383 1.860 1.281
C -3.437 -1.528 -3.605
H 1.061 -2.619 0.940
C 3.062 -2.413 0.139
Pd -0.919 0.470 2.645
H -5.123 -4.358 -0.415
S -0.706 -1.162 4.436
H -1.277 0.213 0.231
H -1.092 -0.760 6.727
C 2.535 0.856 1.708
C 1.681 5.037 -1.544
H 3.345 -3.449 0.368
C -4.589 -3.602 -1.001
H 2.460 0.983 -2.505
H 3.556 0.079 -1.451
H 3.322 3.761 -4.251
C 0.987 -1.086 5.071
C -2.327 1.429 1.718
C -1.549 -0.366 5.816
C 4.078 4.912 -1.275
C 1.429 -0.042 -0.916
H -0.784 -5.069 -3.807
H -2.693 -4.622 -0.731
H -3.074 -3.421 0.511
C -0.620 4.678 -0.290
C 2.829 5.325 -0.782
Br -3.276 -0.339 2.560
H -4.005 2.637 2.302
H -3.953 -0.652 -4.019
H -0.879 -2.606 -3.454
C -0.714 2.367 0.219
H 4.178 -0.560 2.013
C -1.317 1.184 0.726

ORCA calculation (wB97M-V/def2-TZVPD) on a structure of composition C17H14AgN4 at a distorted geometry.

Values from the calculation:
* E_tot: -1022.110842 hartree
* F_max: 3.08 eV/A
* HOMO-LUMO gap: 2.329 eV
* E_HOMO: -1.1 eV
* LUMO: 1.1860 eV
* charge: -1

Atoms and positions in Å:
C 1.891 -0.756 -2.467
C -0.613 -0.654 -2.701
N -2.023 1.347 8.758
H 1.480 0.737 -4.114
H 3.724 1.140 -4.720
H 5.660 -0.010 -3.565
N -0.873 0.425 7.044
C 4.601 -0.314 -3.350
H -3.222 2.644 7.089
C -0.835 -0.076 5.827
H -2.459 2.010 5.630
C 4.320 -1.221 -2.268
C 0.419 -0.883 -0.459
H 2.722 -2.101 -1.108
C -2.792 -0.143 -4.314
H 0.486 -1.144 -4.545
C 0.584 -0.766 -1.883
C -1.821 1.216 7.455
C 3.569 0.362 -3.961
H -1.808 -0.091 -1.030
H 5.121 -1.819 -1.870
N -0.635 -0.525 4.777
C -1.823 -0.144 -2.123
Ag -0.284 -0.687 2.728
H -3.687 -0.043 -4.892
H -1.593 -0.584 -6.003
C 0.131 -0.821 0.754
N -2.619 1.955 6.657
C -0.496 -0.853 -4.125
H -3.826 0.496 -2.528
C -1.632 -0.592 -4.922
H -2.629 2.048 9.179
C 2.223 0.125 -3.583
H -1.400 0.925 9.407
C 3.020 -1.390 -1.864
C -2.881 0.187 -2.907

ORCA calculation (wB97M-V/def2-TZVPD) on the molecule C5H8O3 at a distorted geometry.

Values from the calculation:
* E_tot: -420.880029 hartree
* F_max: 5.79 eV/A
* HOMO-LUMO gap: 8.518 eV
* E_HOMO: -8.5 eV
* SMILES: CO/C=C(/C=O)OC
* LUMO: 0.0590 eV
* energy above the lowest of the compared OMol25 structures with the same formula, charge and spin: 110.5 kcal/mol

Atoms and positions in Å:
C -1.025 0.602 -2.323
H 0.057 1.843 -0.445
H -0.498 -3.138 -0.174
O 0.955 0.225 0.727
H -1.890 -0.159 -2.820
H 0.553 -1.667 0.584
O -0.410 -1.310 -1.169
H -1.290 -1.667 0.710
C 0.443 0.731 -0.431
C -0.482 -2.050 0.058
C -0.353 0.011 -1.281
H 0.201 1.489 2.289
O -0.935 1.836 -2.435
H 1.946 1.860 1.840
H 1.526 0.391 2.901
C 1.201 1.001 1.969

ORCA calculation (wB97M-V/def2-TZVPD) on the ion C6H12O2 with charge +1 at a distorted geometry.

Values from the calculation:
* E_tot: -385.935339 hartree
* F_max: 2.05 eV/A
* multiplicity: 2
* HOMO-LUMO gap (alpha / beta): 11.082 / 5.185 eV
* E_HOMO (alpha / beta): -15.3 / -15.2 eV
* LUMO (alpha / beta): -4.2678 / -10.0095 eV
* charge: +1
* energy above the lowest of the compared OMol25 structures with the same formula, charge and spin: 29.1 kcal/mol

Atoms and positions in Å:
H 2.093 -1.149 0.899
C 0.362 -0.048 -0.832
H -3.615 0.349 -0.750
H 3.385 0.479 -0.918
C -0.730 -1.024 -0.461
H -1.007 -1.659 -1.267
H 1.169 -0.504 -1.431
O -2.086 0.402 0.966
H 2.438 0.237 1.967
H -0.425 -1.643 0.386
C 0.979 0.624 0.397
H 1.225 1.663 0.184
O -2.794 -0.071 -1.078
H 4.029 1.089 0.596
H 4.155 -0.594 0.248
C 2.211 -0.075 0.948
H -0.023 0.654 -1.565
C -1.941 -0.202 -0.077
C 3.495 0.256 0.144
H 0.171 0.657 1.170

ORCA calculation (wB97M-V/def2-TZVPD) on a structure of composition C43H55BGe2N4SbTl.

Values from the calculation:
* E_tot: -6481.436138 hartree
* F_max: 0.14 eV/A
* HOMO-LUMO gap: 6.971 eV
* E_HOMO: -13.4 eV
* LUMO: -6.4700 eV
* charge: +2
* energy above the lowest of the compared OMol25 structures with the same formula, charge and spin: 23.1 kcal/mol

Atoms and positions in Å:
C 2.468 2.785 -2.566
C -0.630 1.253 -3.818
H -2.678 0.493 -1.970
H -2.531 2.572 -6.889
H -2.148 2.096 3.290
H 4.272 3.943 1.006
H -1.873 -3.515 -4.385
C 0.495 -1.620 -2.859
H -0.642 2.971 3.602
N 0.209 3.852 1.145
H -4.828 -6.220 4.069
C -4.207 -5.358 3.863
H -3.724 1.824 -2.452
C -0.963 -3.272 -3.853
H 0.709 3.119 -1.331
C -4.218 -4.269 4.726
C 3.489 0.700 -3.287
C -1.585 2.148 5.395
H -2.355 -3.739 -0.884
C 1.409 -2.617 -2.503
C -2.260 -1.646 -0.264
H 1.077 1.116 -5.133
H 3.731 4.500 -2.735
H 1.262 -0.982 5.703
H 2.719 -1.367 -1.321
H -2.597 5.401 0.529
C -0.066 -4.267 -3.497
C -1.824 3.326 0.585
C 3.847 2.967 0.849
C -2.685 1.510 -2.364
C 4.751 2.733 -3.381
C 0.669 -2.744 0.965
C -1.242 2.113 3.896
N 2.265 1.457 0.847
H 1.382 3.182 2.943
Ge -0.264 0.471 3.565
C -0.653 1.852 -6.148
C 1.284 3.603 -2.125
H -1.380 -1.181 -3.840
N -0.614 2.817 0.863
H 5.495 0.823 -4.027
H -2.201 1.300 5.697
H 3.417 -0.191 0.229
C -1.989 2.201 -6.029
C -1.335 -1.074 3.967
H 5.663 3.264 -3.618
C -2.638 2.081 -4.809
H -3.713 -3.231 0.129
C -1.791 4.706 0.684
H -1.648 -1.321 -1.107
H 1.321 -2.445 1.790
H 2.011 -0.557 3.316
H -3.474 -2.319 5.144
C -2.620 -4.220 2.476
H 2.952 -3.104 -1.086
C 4.439 1.778 0.452
C -2.606 -3.127 3.340
Sb 0.589 0.433 -2.289
H -1.641 -1.185 5.007
H 0.605 3.777 -2.963
H -1.992 -4.225 1.590
C -1.730 -1.970 3.057
H -0.693 2.168 6.022
H -3.392 -6.173 2.052
H -2.950 -0.833 -0.022
H 2.842 -0.211 5.661
C -0.482 4.990 1.049
H 5.470 1.607 0.201
C 2.720 -2.335 -1.824
H -3.680 2.361 -4.726
H -0.141 1.950 -7.095
C -3.428 -3.163 4.468
H 1.570 -4.681 0.669
H 1.811 -4.715 -2.574
C -0.682 -1.952 -3.535
C 4.662 1.367 -3.602
H -0.003 5.931 1.263
N 2.546 2.759 1.075
H 2.161 1.170 3.658
H -3.619 -2.713 -1.550
H -2.651 2.678 0.343
C 1.632 0.260 3.933
Ge -1.020 -1.800 1.242
C 3.402 0.860 0.465
H -0.078 -4.591 0.066
C 1.787 -0.066 5.428
C 2.408 1.398 -2.756
H -4.853 -4.281 5.602
H 2.088 4.776 1.941
H 0.229 -4.711 1.806
C 0.030 1.378 -5.038
C 3.662 3.428 -2.878
H 1.604 4.571 -1.743
C 0.581 -4.269 0.875
C -3.406 -5.333 2.732
C 1.104 -3.936 -2.834
B 1.587 3.693 1.864
H 3.415 -0.359 -3.486
C -3.029 -2.912 -0.655
H 1.096 -2.340 0.045
H -2.196 2.166 -1.642
H -0.269 -5.300 -3.747
H 1.424 0.743 6.063
C -1.973 1.604 -3.684
H 3.539 -2.330 -2.545
H -2.151 3.053 5.612
Tl 0.139 0.695 0.617

ORCA calculation (wB97M-V/def2-TZVPD) on a cluster of 2 separate species, C2H2N2O3 in total at a distorted geometry.

Values from the calculation:
* E_tot: -412.423991 hartree
* F_max: 4.75 eV/A
* HOMO-LUMO gap (alpha / beta): 8.033 / 8.033 eV
* E_HOMO (alpha / beta): -10.9 / -10.9 eV
* LUMO (alpha / beta): -2.8575 / -2.8580 eV
* energy above the lowest of the compared OMol25 structures with the same formula, charge and spin: 142.4 kcal/mol

Atoms and positions in Å:
N -1.428 0.292 -0.073
C -0.417 -0.635 0.059
O -1.853 0.874 0.886
O 1.047 0.370 0.789
H 0.021 -0.850 -0.960
H -0.636 -1.278 0.936
O -1.856 0.478 -1.194
C 2.050 0.355 0.060
N 3.072 0.392 -0.504

ORCA calculation (wB97M-V/def2-TZVPD) on the ion C3H10NP2 with charge +1 at a distorted geometry.

Values from the calculation:
* E_tot: -857.407634 hartree
* F_max: 2.95 eV/A
* HOMO-LUMO gap: 8.842 eV
* E_HOMO: -13.7 eV
* LUMO: -4.8792 eV
* charge: +1
* energy above the lowest of the compared OMol25 structures with the same formula, charge and spin: 44.6 kcal/mol

Atoms and positions in Å:
H -0.871 1.539 1.030
P 0.336 -1.259 0.241
H -0.070 -1.165 1.551
C -0.977 -0.132 -0.357
H -0.918 1.852 -0.455
C 3.250 -0.117 -0.419
N -0.597 1.166 0.135
C -2.449 -0.609 -0.069
H -0.892 0.007 -1.505
H -3.288 0.048 -0.485
H -2.448 -0.992 0.971
H 3.301 -1.064 -1.057
P 1.868 0.320 0.298
H 2.177 1.527 1.121
H -2.591 -1.661 -0.546
H 4.171 0.538 -0.455

ORCA calculation (wB97M-V/def2-TZVPD) on a structure of composition C22H27N9Pd.

Values from the calculation:
* E_tot: -1475.227603 hartree
* F_max: 0.41 eV/A
* HOMO-LUMO gap: 6.344 eV
* E_HOMO: -5.9 eV
* LUMO: 0.4592 eV
* energy above the lowest of the compared OMol25 structures with the same formula, charge and spin: 12.5 kcal/mol

Atoms and positions in Å:
H 0.113 1.672 5.874
C 1.676 0.188 3.311
H 0.107 2.821 1.994
C 0.762 3.416 1.370
H -3.348 -4.341 -1.204
H -2.189 -1.152 0.045
H -5.299 -1.357 -1.810
C 2.299 -1.001 1.560
H -3.079 -1.953 -4.600
C -3.773 -3.484 -1.730
C 3.153 -1.388 0.390
C -2.133 -0.661 -2.538
H -1.582 -0.491 -3.463
H -1.556 -0.050 5.335
N 2.693 0.008 2.399
C 1.567 2.803 0.412
C 0.732 -0.794 2.982
C -2.290 -2.038 -0.581
N 1.159 -1.530 1.888
H 3.752 2.834 -1.901
H 3.463 0.631 2.237
C 2.425 3.567 -0.388
C 2.573 1.407 -0.850
H -1.180 -1.653 3.474
C -1.651 -3.005 -2.681
N -3.692 -2.307 -0.863
N 3.075 2.642 -1.185
H 3.301 -2.467 0.427
H 4.139 -0.917 0.502
H 3.168 5.539 -0.903
H 1.730 6.620 0.794
Pd 0.507 -1.401 -1.321
H -1.840 -2.884 -0.061
N -3.537 -0.912 -2.844
H -4.667 -2.322 -3.897
C 2.508 4.951 -0.279
H -4.181 -0.276 -0.956
C -4.248 -1.163 -1.588
N 1.689 1.455 0.097
H -2.035 0.221 -1.905
N 2.598 -1.056 -0.930
C 1.488 1.093 4.350
C -0.447 -0.896 3.720
N -3.050 -3.289 -2.990
H -4.821 -3.692 -1.953
N -1.507 -1.803 -1.827
H -1.101 -2.837 -3.607
H 0.230 5.299 2.220
C 0.842 4.790 1.487
H -1.205 -3.849 -2.156
H 2.220 1.856 4.584
C 3.070 0.176 -1.542
C 0.308 0.984 5.061
H 4.172 0.215 -1.577
H 2.699 0.182 -2.569
H 2.758 -1.828 -1.573
C -0.646 0.000 4.752
C -3.619 -2.121 -3.666
C 1.700 5.545 0.673